1.
{"formula": "C3H4N2O", "method": "wB97M-V/def2-TZVPD", "lumo_energy_ev": 0.809, "total_charge": 0, "smiles": "Nc1cnco1", "homo_lumo_gap_ev": 10.16, "elements": ["N", "C", "C", "N", "C", "O", "H", "H", "H", "H"], "xyz": [[-1.12, 0.57, -1.14], [-0.11, 0.16, -0.28], [-0.52, -0.44, 0.82], [0.62, -0.80, 1.58], [1.60, -0.38, 0.83], [1.25, 0.23, -0.34], [-1.37, 1.55, -1.16], [-1.32, 0.03, -1.96], [-1.63, -0.29, 0.47], [2.68, -0.43, 1.00]]}

---

2.
{"formula": "C3H4N2O", "method": "wB97M-V/def2-TZVPD", "lumo_energy_ev": 0.752, "total_charge": 0, "smiles": "NNc1cc1=O", "homo_lumo_gap_ev": 10.13, "elements": ["N", "N", "C", "C", "C", "O", "H", "H", "H", "H"], "xyz": [[0.42, -1.08, 0.66], [0.26, 0.17, 0.02], [-0.35, 0.06, -1.19], [-1.38, 0.69, -1.86], [-0.63, -0.33, -2.49], [-0.47, -0.99, -3.48], [1.23, -1.56, 0.26], [-0.38, -1.71, 0.56], [-0.31, 0.73, 0.58], [-1.98, 1.49, -1.97]]}

---

3.
{"formula": "C3H4N2O", "method": "wB97M-V/def2-TZVPD", "lumo_energy_ev": 0.421, "total_charge": 0, "smiles": "NC#[N+][O-].C#C", "homo_lumo_gap_ev": 9.40, "elements": ["N", "C", "N", "O", "H", "H", "C", "C", "H", "H"], "xyz": [[-2.02, -0.55, -0.06], [-0.78, -1.09, -0.05], [0.22, -1.65, 0.07], [1.34, -2.15, 0.17], [-2.19, 0.08, 0.71], [-2.26, -0.12, -0.95], [1.74, 0.88, 0.05], [1.16, 1.94, 0.00], [2.19, -0.09, 0.10], [0.68, 2.89, -0.04]]}

---

4.
{"formula": "C3H4N2O", "method": "wB97M-V/def2-TZVPD", "lumo_energy_ev": 0.667, "total_charge": 0, "smiles": "N#CCC(N)=O", "homo_lumo_gap_ev": 11.24, "elements": ["N", "C", "C", "C", "N", "O", "H", "H", "H", "H"], "xyz": [[0.18, -1.79, -1.99], [-0.18, -1.33, -0.99], [-0.66, -0.71, 0.25], [0.06, 0.56, 0.72], [0.74, 1.31, -0.18], [0.01, 0.84, 1.90], [-0.54, -1.40, 1.09], [-1.73, -0.52, 0.14], [1.30, 2.06, 0.21], [0.81, 1.11, -1.17]]}

---

5.
{"formula": "C3H4N2O", "method": "wB97M-V/def2-TZVPD", "lumo_energy_ev": 0.329, "total_charge": 0, "smiles": "Oc1cnc[nH]1", "homo_lumo_gap_ev": 8.81, "elements": ["O", "C", "C", "N", "C", "N", "H", "H", "H", "H"], "xyz": [[-1.65, -0.96, 0.07], [-0.69, -0.11, 0.61], [-0.49, 1.17, 0.11], [0.74, 1.23, -0.50], [1.31, 0.07, -0.25], [0.57, -0.70, 0.55], [-1.56, -0.74, -0.87], [-1.19, 2.00, 0.07], [2.14, -0.38, -0.78], [0.83, -1.57, 0.98]]}

---

6.
{"formula": "C3H4N2O", "method": "wB97M-V/def2-TZVPD", "lumo_energy_ev": 0.884, "total_charge": 0, "smiles": "Nc1ncco1", "homo_lumo_gap_ev": 9.42, "elements": ["N", "C", "N", "C", "C", "O", "H", "H", "H", "H"], "xyz": [[-1.58, -0.19, -1.21], [-0.60, -0.07, -0.27], [0.63, 0.02, -0.75], [1.44, 0.07, 0.33], [0.87, -0.01, 1.54], [-0.73, -0.04, 1.04], [-1.22, -0.23, -2.16], [-2.57, -0.32, -1.07], [2.51, 0.14, 0.20], [1.26, 0.63, 2.37]]}

---

7.
{"formula": "C3H4N2O", "method": "wB97M-V/def2-TZVPD", "lumo_energy_ev": -0.020, "total_charge": 0, "homo_lumo_gap_ev": 7.47, "elements": ["O", "C", "C", "N", "N", "C", "H", "H", "H", "H"], "xyz": [[-0.95, -0.37, -1.95], [-0.11, -0.29, -0.90], [-0.26, 0.63, 0.22], [0.06, 0.18, 1.51], [0.97, -0.59, 1.80], [1.05, -0.75, -0.58], [-1.77, 0.05, -1.66], [-0.44, 1.70, 0.10], [-0.60, 0.54, 2.23], [2.04, -1.10, -0.77]]}

---

8.
{"formula": "C3H4N2O", "method": "wB97M-V/def2-TZVPD", "lumo_energy_ev": -0.514, "total_charge": 0, "homo_lumo_gap_ev": 9.00, "elements": ["O", "C", "C", "N", "C", "N", "H", "H", "H", "H"], "xyz": [[2.44, -0.25, 0.00], [1.20, -0.66, -0.12], [0.28, -1.46, -0.29], [-1.68, -0.13, 0.32], [-0.93, 0.87, 0.17], [0.27, 1.24, 0.06], [2.42, 0.69, 0.23], [-0.44, -2.22, -0.49], [-2.62, -0.15, -0.05], [-0.94, 2.07, 0.16]]}

---

9.
{"formula": "C3H4N2O", "method": "wB97M-V/def2-TZVPD", "lumo_energy_ev": 0.675, "total_charge": 0, "homo_lumo_gap_ev": 9.07, "elements": ["N", "C", "O", "C", "C", "N", "H", "H", "H", "H"], "xyz": [[2.11, -0.04, 0.19], [0.86, -0.05, 0.07], [0.19, 0.81, -0.66], [-1.24, 0.69, -0.65], [-1.70, -0.48, 0.21], [-0.68, -1.01, 0.70], [2.51, -0.77, 0.79], [0.07, -1.51, 1.10], [-1.57, 0.55, -1.68], [-1.65, 1.62, -0.25]]}

---

10.
{"formula": "C3H4N2O", "method": "wB97M-V/def2-TZVPD", "lumo_energy_ev": [-1.427, -1.429], "total_charge": 0, "homo_lumo_gap_ev": [6.84, 6.84], "elements": ["C", "C", "C", "N", "N", "O", "H", "H", "H", "H"], "xyz": [[-1.60, 0.09, 0.09], [-1.28, -1.16, 0.07], [0.43, 0.96, -0.14], [-0.83, 1.22, 0.02], [1.05, -0.11, 0.12], [2.46, -0.11, -0.07], [-2.73, 0.19, 0.12], [-1.32, -2.17, -0.22], [1.00, 1.99, -0.22], [2.83, -0.91, 0.23]]}

---

11.
{"formula": "C3H4N2O", "method": "wB97M-V/def2-TZVPD", "lumo_energy_ev": 0.859, "total_charge": 0, "smiles": "[H]/N=C1/NO1.C#C", "homo_lumo_gap_ev": 11.37, "elements": ["H", "N", "C", "N", "O", "H", "C", "C", "H", "H"], "xyz": [[0.02, 2.26, -1.29], [0.30, 1.45, -0.76], [-0.44, 1.22, 0.22], [-0.62, 0.43, 1.34], [-1.50, 1.62, 0.91], [-1.18, -0.39, 1.11], [1.10, -1.23, -0.73], [0.60, -2.07, -0.03], [1.49, -0.41, -1.30], [0.23, -2.89, 0.54]]}

---

12.
{"formula": "C3H4N2O", "method": "wB97M-V/def2-TZVPD", "lumo_energy_ev": 0.668, "total_charge": 0, "smiles": "N=C=N.C#CO", "homo_lumo_gap_ev": 10.05, "elements": ["N", "C", "N", "H", "H", "C", "C", "O", "H", "H"], "xyz": [[2.12, 0.05, 0.27], [1.28, -0.77, -0.06], [0.45, -1.67, -0.23], [1.98, 1.02, 0.00], [0.55, -2.23, -1.07], [-1.03, 1.78, 0.01], [-1.47, 0.69, 0.29], [-1.95, -0.48, 0.60], [-0.68, 2.75, -0.24], [-1.25, -1.15, 0.42]]}

---

13.
{"formula": "C3H4N2O", "method": "wB97M-V/def2-TZVPD", "lumo_energy_ev": 0.463, "total_charge": 0, "homo_lumo_gap_ev": 8.42, "elements": ["O", "C", "C", "N", "N", "C", "H", "H", "H", "H"], "xyz": [[-0.30, 2.11, 0.86], [-0.24, 1.02, 0.10], [0.53, -0.19, -0.01], [-0.02, -1.57, 0.13], [-0.80, -2.00, -0.70], [-0.48, 0.50, -1.05], [0.25, 1.92, 1.63], [1.63, -0.18, 0.19], [0.38, -2.17, 0.87], [-0.96, 0.56, -2.02]]}

---

14.
{"formula": "C3H4N2O", "method": "wB97M-V/def2-TZVPD", "lumo_energy_ev": 0.838, "total_charge": 0, "smiles": "Nc1cnco1", "homo_lumo_gap_ev": 9.69, "elements": ["N", "C", "C", "N", "C", "O", "H", "H", "H", "H"], "xyz": [[1.84, -0.01, -0.15], [0.49, 0.24, -0.19], [-0.41, 1.13, 0.30], [-1.63, 0.49, 0.47], [-1.51, -0.67, -0.09], [-0.31, -0.94, -0.61], [2.05, -0.69, -0.86], [2.16, -0.35, 0.76], [-0.38, 2.20, 0.46], [-2.30, -1.41, -0.08]]}

---

15.
{"formula": "C3H4N2O", "method": "wB97M-V/def2-TZVPD", "lumo_energy_ev": 0.430, "total_charge": 0, "homo_lumo_gap_ev": 9.34, "elements": ["N", "C", "C", "N", "C", "O", "H", "H", "H", "H"], "xyz": [[-0.93, -1.32, 0.04], [-0.74, -0.11, -0.40], [0.46, 0.21, -1.14], [1.25, 0.85, -0.35], [0.56, 1.21, 0.86], [0.76, 0.74, 1.95], [-1.51, -1.46, 0.85], [-0.43, -2.15, -0.30], [0.72, -0.01, -2.18], [-0.14, 2.05, 0.66]]}

---

16.
{"formula": "C3H4N2O", "method": "wB97M-V/def2-TZVPD", "lumo_energy_ev": 0.820, "total_charge": 0, "smiles": "NC1=CN1C=O", "homo_lumo_gap_ev": 9.96, "elements": ["N", "C", "C", "N", "C", "O", "H", "H", "H", "H"], "xyz": [[1.78, -0.09, -0.02], [0.66, 0.60, 0.17], [-0.34, 1.37, 0.26], [-0.96, 0.14, 0.74], [-1.34, -0.78, -0.24], [-0.72, -1.07, -1.25], [1.65, -0.84, -0.69], [2.27, -0.37, 0.82], [-0.75, 2.36, 0.16], [-2.26, -1.32, 0.04]]}

---

17.
{"formula": "C3H4N2O", "method": "wB97M-V/def2-TZVPD", "lumo_energy_ev": 0.806, "total_charge": 0, "homo_lumo_gap_ev": 8.76, "elements": ["O", "C", "C", "N", "C", "N", "H", "H", "H", "H"], "xyz": [[2.05, -0.38, -0.47], [1.03, -0.16, 0.35], [-0.15, -0.96, 0.14], [-1.36, -0.56, -0.05], [-0.86, 1.69, -0.10], [0.30, 1.63, -0.14], [2.84, 0.00, -0.06], [0.09, -2.01, 0.37], [-2.03, -1.31, 0.12], [-1.90, 1.95, -0.09]]}

---

18.
{"formula": "C3H4N2O", "method": "wB97M-V/def2-TZVPD", "lumo_energy_ev": 0.811, "total_charge": 0, "smiles": "NC1=CN1C=O", "homo_lumo_gap_ev": 9.77, "elements": ["N", "C", "C", "N", "C", "O", "H", "H", "H", "H"], "xyz": [[-0.46, -0.56, -1.65], [0.44, -0.41, -0.68], [1.38, -0.28, 0.16], [0.28, -0.35, 1.10], [-0.47, 0.79, 1.31], [-0.93, 1.54, 0.46], [-1.24, 0.08, -1.53], [-0.74, -1.50, -1.91], [2.44, -0.23, 0.37], [-0.70, 0.91, 2.38]]}

---

19.
{"formula": "C3H4N2O", "method": "wB97M-V/def2-TZVPD", "lumo_energy_ev": [-1.080, -1.079], "total_charge": 0, "smiles": "C=C/N=N\\C=O", "homo_lumo_gap_ev": [8.05, 8.05], "elements": ["C", "C", "N", "N", "C", "O", "H", "H", "H", "H"], "xyz": [[1.37, 0.28, -0.65], [1.06, 0.03, 0.64], [0.23, -1.06, 0.96], [-0.86, -0.52, 0.74], [-1.82, -0.02, -0.09], [-1.96, 0.09, -1.28], [2.34, 0.67, -0.92], [0.72, -0.05, -1.44], [1.63, 0.42, 1.48], [-2.70, 0.17, 0.57]]}

---

20.
{"formula": "C3H4N2O", "method": "wB97M-V/def2-TZVPD", "lumo_energy_ev": 0.191, "total_charge": 0, "homo_lumo_gap_ev": 8.80, "elements": ["O", "C", "N", "N", "C", "C", "H", "H", "H", "H"], "xyz": [[-1.29, -2.05, 0.28], [-0.68, -1.00, 0.36], [-0.86, 0.01, 1.29], [-0.08, 1.00, 0.83], [0.59, 0.86, -0.28], [0.29, -0.52, -0.74], [-0.36, -0.63, -1.61], [-0.06, 1.84, 1.40], [1.28, 1.62, -0.63], [1.18, -1.13, -0.92]]}

---

no.,electronic energy (Eh)
1,-301.3817
2,-301.3361
3,-301.2772
4,-301.4798
5,-301.3890
6,-301.4129
7,-301.2116
8,-301.2335
9,-301.3088
10,-301.2271
11,-301.2764
12,-301.3643
13,-301.2569
14,-301.4332
15,-301.3594
16,-301.3385
17,-301.3094
18,-301.3370
19,-301.2878
20,-301.4079